[1]
{"formula": "C29H25Cl3IN3O3W", "method": "ωB97M-V/def2-TZVPD", "elements": ["W", "Cl", "C", "C", "C", "I", "C", "O", "C", "N", "C", "C", "C", "C", "H", "H", "H", "H", "Cl", "C", "C", "C", "Cl", "C", "O", "C", "C", "O", "C", "H", "H", "H", "C", "C", "C", "C", "C", "C", "C", "C", "N", "H", "H", "H", "H", "H", "H", "H", "H", "H", "C", "C", "C", "C", "C", "N", "H", "H", "H", "H", "H", "H", "H", "H", "H"], "coordinates": [[-0.133, 0.048, -0.203], [-3.023, -1.017, 6.089], [-2.293, -0.300, 4.682], [-1.865, 0.993, 4.727], [-1.244, 1.602, 3.613], [-0.518, 3.534, 3.752], [-1.053, 0.890, 2.449], [-0.449, 1.321, 1.374], [-1.565, -0.439, 2.396], [-1.396, -1.059, 1.188], [-1.790, -2.309, 1.058], [-2.382, -3.018, 2.122], [-2.566, -2.410, 3.328], [-2.153, -1.068, 3.500], [-1.994, 1.558, 5.641], [-1.645, -2.766, 0.089], [-2.687, -4.042, 1.959], [-3.025, -2.940, 4.153], [2.329, 1.753, -6.509], [2.022, 1.509, -4.805], [3.004, 0.893, -4.036], [2.762, 0.733, -2.676], [4.021, 0.012, -1.702], [1.589, 1.156, -2.087], [1.427, 1.131, -0.740], [0.551, 1.683, -2.901], [-0.734, 1.928, -2.364], [-1.159, 1.455, -1.201], [0.821, 1.906, -4.269], [3.933, 0.564, -4.476], [-1.461, 2.504, -2.926], [0.061, 2.345, -4.902], [1.543, -3.148, -2.285], [0.094, -3.212, -2.686], [-0.369, -4.235, -3.504], [-1.704, -4.296, -3.876], [-2.585, -3.322, -3.433], [-2.163, -2.281, -2.612], [-3.127, -1.212, -2.182], [-0.821, -2.248, -2.239], [-0.342, -1.238, -1.407], [2.167, -3.657, -3.019], [1.707, -3.634, -1.318], [1.891, -2.120, -2.190], [0.331, -4.982, -3.859], [-2.056, -5.094, -4.517], [-3.627, -3.360, -3.730], [-4.153, -1.571, -2.269], [-3.024, -0.319, -2.804], [-2.961, -0.883, -1.156], [4.294, -1.636, 2.726], [3.291, -0.482, 2.807], [3.938, 0.850, 2.394], [2.660, -0.366, 4.201], [2.204, -0.737, 1.844], [1.367, -0.854, 1.072], [5.116, -1.422, 3.410], [4.697, -1.735, 1.719], [3.836, -2.581, 3.018], [4.725, 1.078, 3.113], [3.206, 1.659, 2.401], [4.367, 0.787, 1.394], [3.443, -0.097, 4.911], [2.213, -1.311, 4.515], [1.892, 0.409, 4.223]], "forces_ev_per_angstrom": [[-0.04, -0.21, -1.34], [0.02, 0.01, -0.05], [-0.05, -0.13, 0.01], [0.09, 0.18, -0.07], [0.01, -0.19, 0.32], [0.04, 0.08, -0.02], [-0.07, -0.02, -0.25], [0.04, 0.08, 0.49], [0.06, 0.06, 0.10], [-0.33, 0.12, 0.25], [-0.24, -0.29, 0.16], [0.12, 0.00, -0.35], [-0.03, 0.11, 0.19], [-0.18, -0.14, -0.01], [0.02, 0.02, -0.03], [0.00, -0.04, 0.02], [0.00, 0.02, -0.01], [0.01, 0.03, 0.00], [-0.03, -0.01, 0.12], [0.10, -0.02, -0.06], [-0.03, 0.03, -0.13], [0.30, 0.03, -0.13], [-0.16, 0.06, 0.06], [0.09, 0.28, 0.52], [0.15, -0.36, -0.66], [-0.32, 0.04, -0.09], [0.12, -0.11, 0.06], [0.01, -0.15, 0.04], [-0.04, 0.01, -0.06], [0.00, 0.01, 0.01], [-0.01, -0.01, -0.03], [0.01, -0.01, 0.01], [-0.02, 0.00, 0.02], [0.08, -0.21, -0.11], [-0.01, 0.09, 0.01], [0.02, 0.04, 0.02], [-0.06, -0.01, 0.02], [-0.37, -0.05, -0.12], [-0.03, 0.02, -0.01], [0.73, 0.26, 0.37], [-0.13, 0.44, 0.49], [-0.02, -0.02, 0.00], [-0.03, 0.04, 0.01], [-0.01, 0.02, -0.03], [-0.01, 0.00, 0.00], [0.00, 0.00, 0.01], [0.01, -0.01, -0.01], [0.00, 0.02, -0.02], [0.03, -0.01, 0.00], [0.01, -0.04, 0.01], [0.05, 0.01, 0.06], [-0.25, -0.02, -0.16], [-0.02, -0.02, -0.03], [0.04, -0.02, 0.03], [0.17, 0.04, -0.01], [0.16, -0.04, 0.36], [0.00, -0.03, -0.01], [0.00, 0.01, 0.01], [0.01, 0.01, 0.00], [0.01, 0.02, -0.03], [0.01, -0.01, 0.02], [0.00, 0.00, 0.01], [-0.02, -0.02, 0.02], [0.00, 0.01, -0.01], [0.02, 0.00, -0.01]], "fmax_ha_per_bohr": 0.026, "spin_multiplicity": 3, "relative_energy_kcal_mol": 11.3, "homo_ev": [-5.8, -8.1], "total_charge": 0, "e_tot_ha": -3255.54289, "s2": 2.0515}

***

[2]
{"formula": "C22H34N8OSbSe4V", "method": "ωB97M-V/def2-TZVPD", "elements": ["V", "C", "N", "C", "C", "N", "C", "C", "C", "C", "C", "C", "N", "C", "N", "C", "C", "N", "C", "C", "N", "C", "C", "H", "H", "H", "H", "H", "H", "H", "H", "H", "H", "H", "H", "H", "H", "H", "H", "H", "H", "H", "H", "H", "H", "H", "H", "H", "H", "H", "H", "N", "C", "O", "C", "C", "C", "C", "N", "C", "H", "H", "H", "H", "H", "H", "Se", "Sb", "Se", "Se", "Se"], "coordinates": [[-0.094, 1.326, -0.352], [2.664, -1.192, 0.804], [3.308, -0.255, -0.105], [4.211, -0.859, -1.070], [3.016, 1.053, -0.112], [1.835, 1.444, 0.294], [1.423, 2.817, 0.666], [2.008, 4.007, 0.580], [1.078, 5.099, 1.010], [-1.152, 5.131, 0.881], [-2.161, 4.093, 0.525], [-1.420, 2.900, 0.156], [-2.025, 1.458, 0.402], [-2.786, 0.816, -0.487], [-3.384, 1.513, -1.553], [-3.055, 1.190, -2.926], [-4.742, 1.949, -1.311], [-3.184, -0.421, -0.188], [-2.661, -1.062, 1.010], [-4.152, -1.146, -0.998], [3.954, 1.964, -0.560], [5.368, 1.752, -0.337], [3.610, 2.736, -1.747], [3.404, -1.550, 1.527], [2.274, -2.037, 0.237], [1.845, -0.703, 1.318], [5.101, -1.263, -0.580], [4.505, -0.129, -1.817], [3.674, -1.662, -1.578], [3.009, 4.183, 0.216], [1.578, 5.897, 1.559], [-1.594, 5.999, 1.381], [-2.982, 4.348, -0.142], [-2.110, 0.655, -2.970], [-2.947, 2.114, -3.500], [-3.828, 0.575, -3.409], [-4.944, 1.971, -0.240], [-5.482, 1.298, -1.801], [-4.881, 2.967, -1.688], [-3.035, -0.550, 1.899], [-1.575, -1.012, 1.010], [-2.961, -2.105, 1.002], [-4.083, -0.851, -2.039], [-5.170, -0.978, -0.633], [-3.916, -2.206, -0.947], [5.513, 1.062, 0.492], [5.828, 2.707, -0.070], [5.891, 1.360, -1.216], [2.537, 2.914, -1.778], [3.919, 2.209, -2.657], [4.110, 3.707, -1.718], [-1.518, 4.160, 3.587], [-0.261, 4.522, 3.225], [0.615, 4.877, 3.998], [-0.084, 4.422, 1.731], [0.016, 5.645, -0.059], [0.109, 5.093, -1.436], [-0.188, 3.866, -1.888], [-0.821, 2.789, -1.272], [-0.066, 2.969, 1.255], [-1.803, 4.274, 4.543], [-2.180, 3.984, 2.819], [0.052, 6.735, -0.103], [0.547, 5.751, -2.183], [0.063, 3.637, -2.923], [-0.237, 2.246, 2.057], [-2.138, -2.815, -4.075], [-0.170, -2.788, -2.597], [0.210, -0.479, -1.596], [-1.546, -4.136, -1.090], [2.009, -3.459, -3.315]], "forces_ev_per_angstrom": [[-0.37, 0.19, 0.12], [0.01, -0.01, -0.11], [0.22, 0.13, 0.30], [-0.06, -0.01, -0.02], [0.10, 0.18, -0.13], [-1.44, 2.20, 1.03], [-0.11, -1.17, 0.30], [-0.12, 0.28, 0.01], [0.14, 0.10, -0.12], [-0.14, 0.20, -0.10], [-0.11, 0.01, 0.49], [-0.09, -0.23, -0.49], [1.36, 0.64, -0.63], [-0.34, 1.58, 0.94], [-0.16, -0.31, -0.12], [0.04, 0.13, 0.01], [-0.02, 0.12, -0.04], [0.23, -0.12, -0.18], [-0.13, 0.09, -0.10], [0.03, -0.03, 0.01], [-0.07, -0.34, -0.21], [0.06, 0.04, 0.02], [-0.02, 0.11, 0.09], [-0.01, -0.05, 0.01], [-0.05, 0.02, 0.01], [0.01, -0.03, 0.05], [0.01, 0.00, -0.02], [-0.01, -0.03, -0.03], [0.03, -0.03, -0.02], [-0.04, 0.02, -0.01], [-0.09, 0.00, 0.06], [0.05, -0.01, 0.05], [0.05, 0.04, -0.13], [0.03, -0.02, 0.00], [0.00, 0.02, 0.00], [0.02, 0.01, -0.01], [0.03, 0.02, 0.00], [-0.01, -0.01, 0.04], [0.00, -0.02, -0.04], [0.04, -0.01, 0.03], [0.08, -0.04, 0.01], [-0.02, -0.03, 0.02], [-0.02, -0.03, 0.04], [0.00, -0.01, 0.00], [0.01, -0.03, -0.04], [-0.01, 0.00, -0.01], [-0.01, 0.00, -0.01], [-0.01, 0.01, 0.01], [0.02, 0.00, -0.05], [0.00, 0.00, 0.01], [0.01, -0.01, 0.00], [0.16, 0.02, -0.08], [-0.07, -0.08, -0.07], [-0.02, 0.08, 0.07], [-0.10, -0.13, 0.18], [0.01, 0.03, 0.04], [0.17, 0.05, -0.21], [-0.42, -0.30, 0.16], [0.01, -0.37, 1.28], [0.56, -0.58, -0.75], [-0.02, -0.01, 0.01], [-0.04, 0.02, 0.06], [-0.01, 0.00, -0.04], [0.06, -0.03, 0.01], [-0.04, 0.03, -0.01], [-0.07, 0.00, -0.04], [0.13, 0.04, 0.16], [-0.26, 0.21, 0.14], [0.82, -2.52, -1.96], [0.01, 0.00, -0.04], [0.01, -0.02, 0.02]], "fmax_ha_per_bohr": 0.064, "spin_multiplicity": 4, "relative_energy_kcal_mol": 121.7, "homo_ev": [-3.4, -3.4], "total_charge": -1, "e_tot_ha": -12161.91202, "s2": 3.7976}

***

[3]
{"formula": "C14H33F6O21P3S2Zn", "method": "ωB97M-V/def2-TZVPD", "elements": ["Zn", "C", "F", "F", "F", "S", "O", "O", "O", "C", "F", "F", "F", "S", "O", "O", "O", "C", "O", "P", "O", "O", "C", "O", "C", "H", "H", "H", "H", "H", "H", "H", "H", "H", "C", "O", "P", "O", "O", "C", "O", "C", "H", "H", "H", "H", "H", "H", "H", "H", "H", "C", "O", "P", "O", "O", "C", "O", "C", "H", "H", "H", "H", "H", "H", "H", "H", "H", "C", "O", "C", "O", "O", "C", "H", "H", "H", "H", "H", "H"], "coordinates": [[-0.252, 0.664, -0.691], [-2.749, 4.541, -0.120], [-2.176, 5.196, -1.101], [-3.238, 5.414, 0.710], [-3.759, 3.819, -0.703], [-1.529, 3.340, 0.787], [-0.472, 4.237, 1.415], [-2.417, 2.580, 1.641], [-0.986, 2.402, -0.229], [3.480, 2.932, -2.232], [3.976, 3.681, -3.199], [4.280, 1.882, -1.961], [3.310, 3.553, -1.104], [1.805, 2.174, -2.841], [1.285, 1.465, -1.634], [0.954, 3.320, -3.276], [2.252, 1.194, -3.860], [1.479, -4.855, -1.828], [1.135, -3.501, -2.129], [1.027, -2.371, -0.891], [0.425, -1.108, -1.288], [2.549, -2.187, -0.414], [3.536, -1.733, -1.250], [0.295, -3.228, 0.321], [0.827, -3.347, 1.631], [0.566, -5.449, -1.788], [2.021, -5.051, -0.903], [2.103, -5.236, -2.637], [4.227, -1.135, -0.656], [3.171, -1.045, -2.012], [4.128, -2.447, -1.822], [0.480, -2.467, 2.174], [1.903, -3.510, 1.576], [0.357, -4.170, 2.169], [3.896, 1.927, 2.057], [2.562, 1.716, 2.576], [1.688, 0.372, 2.187], [0.818, 0.492, 0.948], [0.706, 0.262, 3.500], [0.076, 1.466, 3.849], [2.745, -0.840, 2.319], [3.649, -0.937, 3.489], [3.881, 2.781, 1.380], [4.381, 1.169, 1.442], [4.662, 2.005, 2.828], [-0.998, 1.437, 3.664], [0.470, 2.367, 3.378], [0.029, 1.624, 4.927], [4.668, -1.030, 3.116], [3.576, -1.900, 3.996], [3.447, -0.079, 4.131], [-3.035, -3.076, -0.533], [-2.796, -2.641, 0.754], [-2.662, -1.100, 0.988], [-1.915, -0.235, 0.025], [-2.043, -1.052, 2.490], [-2.638, -1.705, 3.588], [-4.164, -0.626, 1.327], [-4.621, 0.686, 1.374], [-3.936, -3.676, -0.657], [-2.148, -3.702, -0.627], [-3.027, -2.285, -1.283], [-2.576, -0.998, 4.415], [-2.164, -2.642, 3.879], [-3.699, -1.907, 3.440], [-5.665, 0.801, 1.081], [-4.189, 1.381, 0.654], [-4.552, 1.190, 2.338], [-2.614, 2.853, -3.342], [-2.394, 1.646, -4.088], [-1.599, 0.733, -3.585], [-1.213, 0.687, -2.411], [-1.375, -0.142, -4.583], [-0.499, -1.288, -4.401], [-1.992, 3.670, -3.709], [-2.330, 2.640, -2.312], [-3.635, 3.228, -3.263], [-0.590, -1.825, -3.457], [0.553, -1.033, -4.525], [-0.730, -1.965, -5.223]], "forces_ev_per_angstrom": [[0.01, 0.58, -0.01], [0.74, -1.77, -0.59], [0.75, 0.34, -0.64], [-0.64, 0.31, 0.91], [0.32, 0.28, 0.85], [2.47, 0.85, 1.02], [-3.22, -2.38, -1.77], [-0.01, 0.89, 0.61], [-0.69, 2.56, 0.21], [-2.26, -2.42, -1.07], [0.45, 0.23, 0.46], [0.54, 0.20, -0.36], [0.09, 1.40, 0.80], [-0.82, 0.10, -1.02], [1.70, 1.29, -1.06], [1.83, -2.30, 0.79], [-0.67, 1.62, 1.21], [-0.18, -0.72, -0.20], [-0.42, 2.16, 2.01], [1.39, -3.12, 0.30], [-0.15, -1.60, -0.62], [-2.52, -1.79, 1.26], [1.83, 2.13, -1.74], [0.80, 0.98, -2.62], [-0.22, 0.31, 0.69], [-0.04, 0.03, -0.03], [0.04, 0.62, 0.17], [-0.09, 0.21, -0.09], [0.05, -0.14, 0.12], [-0.38, 0.19, 0.01], [-0.33, -0.79, 0.46], [0.70, 0.21, 0.20], [-0.08, 0.36, 0.34], [-0.08, -0.34, -0.56], [0.65, 0.26, -0.84], [-0.04, -2.01, -0.87], [-1.18, 1.55, 0.86], [3.09, -1.04, 3.24], [2.40, -0.77, -1.69], [-2.04, 1.58, 0.94], [-0.85, 0.46, 0.09], [-0.18, -0.07, -0.76], [-0.11, 0.27, 0.49], [-1.00, -0.85, -0.22], [-0.64, 0.60, 0.59], [0.01, -0.29, -0.89], [0.11, -0.22, -0.07], [0.98, -0.28, 0.23], [-0.01, 0.89, -0.26], [-1.07, 0.12, 0.06], [0.41, -0.28, 0.14], [0.93, -1.58, -1.92], [-0.60, 1.64, 1.74], [-0.14, 2.57, 2.85], [-1.68, -2.07, 1.44], [0.65, -0.19, -2.08], [-0.76, 0.21, 0.80], [0.83, -1.58, -1.09], [-1.06, 2.71, -0.63], [-0.08, 0.15, 0.44], [-0.26, -0.39, -1.25], [0.05, 0.09, 0.07], [0.11, -0.14, 0.11], [0.34, 0.06, -0.33], [-0.02, 0.02, -0.24], [-0.34, -1.05, 0.18], [0.85, -0.46, 0.05], [0.47, -0.53, 0.22], [0.67, 0.35, 1.59], [-0.61, 0.72, -0.43], [0.38, -0.48, 0.70], [-1.19, -0.32, -3.36], [0.51, -0.25, 1.15], [0.26, -0.11, -0.27], [0.16, -0.34, -0.23], [0.19, 0.20, -0.10], [-0.26, -0.79, -0.81], [-0.45, 0.43, 0.04], [-0.09, 0.56, 0.16], [-0.30, 0.13, 0.09]], "fmax_ha_per_bohr": 0.089, "spin_multiplicity": 1, "relative_energy_kcal_mol": 71.3, "homo_ev": -9.2, "total_charge": 0, "e_tot_ha": -6332.55261}

***

[4]
{"formula": "C6H10O", "method": "ωB97M-V/def2-TZVPD", "elements": ["C", "C", "C", "C", "C", "C", "O", "H", "H", "H", "H", "H", "H", "H", "H", "H", "H"], "coordinates": [[2.237, 0.079, 0.002], [0.755, -0.107, 0.067], [0.083, -1.084, 0.678], [-1.381, -1.101, 0.332], [-1.560, 0.147, -0.568], [-0.202, 0.885, -0.564], [-0.217, 2.097, 0.184], [2.555, 1.006, 0.490], [2.558, 0.142, -1.046], [2.762, -0.765, 0.460], [0.538, -1.856, 1.296], [-2.053, -1.136, 1.198], [-1.570, -2.015, -0.242], [-1.822, -0.159, -1.585], [-2.348, 0.826, -0.227], [0.100, 1.195, -1.570], [-0.436, 1.849, 1.093]], "forces_ev_per_angstrom": [[0.07, 0.03, 0.03], [-0.08, -0.12, 0.12], [0.09, 0.03, -0.15], [-0.02, -0.04, 0.01], [-0.01, 0.02, -0.05], [0.02, -0.26, -0.26], [-0.09, 0.02, 0.24], [-0.05, -0.09, -0.05], [-0.05, 0.01, 0.16], [-0.07, 0.17, -0.01], [-0.01, 0.07, -0.17], [0.15, 0.10, -0.08], [-0.17, 0.06, 0.09], [0.05, 0.07, 0.12], [0.11, -0.14, 0.00], [-0.02, -0.08, 0.11], [0.08, 0.14, -0.10]], "fmax_ha_per_bohr": 0.007, "spin_multiplicity": 1, "smiles": "CC1=CCC[C@H]1O", "relative_energy_kcal_mol": 1.9, "homo_ev": -9.2, "total_charge": 0, "e_tot_ha": -309.83941}

***

[5]
{"formula": "C3H6FNO2", "method": "ωB97M-V/def2-TZVPD", "elements": ["C", "C", "C", "N", "O", "O", "F", "H", "H", "H", "H", "H", "H"], "coordinates": [[-1.985, -0.065, 0.092], [0.835, -1.199, 0.170], [0.056, -0.091, -0.532], [0.434, 1.206, 0.098], [-2.116, 1.110, 0.145], [-2.392, -1.164, 0.141], [2.136, -0.791, 0.231], [0.865, -1.941, -0.613], [0.498, -1.431, 1.216], [0.237, -0.086, -1.644], [0.728, 1.862, -0.644], [1.058, 1.044, 0.843], [-0.354, 1.546, 0.497]], "forces_ev_per_angstrom": [[1.91, -0.71, -1.45], [-1.74, 1.16, -1.40], [-0.91, -1.38, 0.30], [2.05, -0.78, -3.26], [-0.95, 1.67, 0.76], [-0.64, -0.88, 0.35], [2.47, 0.52, 0.87], [-0.62, -1.29, 0.70], [0.18, -0.23, -1.14], [-0.05, 0.23, 1.31], [0.37, -0.24, 1.02], [1.80, 0.15, 0.60], [-3.86, 1.78, 1.34]], "fmax_ha_per_bohr": 0.087, "spin_multiplicity": 1, "relative_energy_kcal_mol": 58.0, "homo_ev": -8.1, "total_charge": 0, "e_tot_ha": -422.93974}